Computed, not measured: C22H46N7ReSSi3 as an isolated structure in a non-equilibrium geometry, with ωB97M-V with the def2-TZVPD basis set.

Properties
E_tot: -2593.31299 a.u.
ΔE to the lowest compared entry with this formula, charge and spin: 1.368 eV
strongest force on any atom: 1.10 eV/Å
spin multiplicity: 2
charge: +3
<S²>: 0.76
HOMO-LUMO gap (spin up / spin down): 0.2442 / 0.2737 Ha

Last column: Löwdin charge in e.
CARTESIAN COORDINATES (ANGSTROEM)
Re 0.2403 -0.3749 0.3779  1.222
C 4.1494 0.8628 0.0867  -0.167
Si 2.8777 1.6548 1.2321  0.473
C 3.1074 0.9297 2.9461  -0.186
C 3.2716 3.4642 1.3878  -0.158
C 1.0287 1.3964 0.4022  -0.615
Si 1.0799 1.8414 -1.5708  0.456
C 1.7597 0.4617 -2.6709  -0.170
C 2.1776 3.3128 -1.8441  -0.144
C -0.6367 2.1854 -2.2182  -0.156
Si 0.0197 2.7277 1.4049  0.494
C 0.2703 2.5955 3.2406  -0.142
C 0.0558 4.4755 0.7845  -0.137
C -1.6765 2.0422 0.9828  -0.288
C -2.8377 2.7947 1.0804  -0.021
C -4.0223 2.3304 0.5311  0.010
C -3.9915 1.1248 -0.1493  -0.004
C -2.8161 0.4026 -0.1829  -0.135
N -1.6795 0.8161 0.4041  -0.082
H 4.9859 1.5655 0.0225  0.069
H 3.8211 0.6842 -0.9341  0.002
H 4.5991 -0.0511 0.4887  0.043
H 3.9410 0.2220 2.9435  0.050
H 2.2646 0.4498 3.4269  -0.033
H 3.4058 1.7594 3.5921  0.057
H 4.2674 3.4466 1.8476  0.071
H 2.6248 4.0030 2.0786  0.035
H 3.3524 4.0253 0.4613  0.038
H 2.8389 0.3226 -2.6088  0.034
H 1.5601 0.7917 -3.6962  0.065
H 1.2838 -0.5178 -2.5908  -0.013
H 3.2305 3.1199 -1.6377  0.043
H 1.8614 4.1970 -1.2941  0.035
H 2.1010 3.5475 -2.9109  0.068
H -1.2497 1.2874 -2.3238  0.029
H -0.4987 2.5969 -3.2227  0.064
H -1.2053 2.9141 -1.6396  0.036
H 1.2344 2.9557 3.5981  0.040
H 0.1219 1.5758 3.6019  0.031
H -0.4955 3.2180 3.7135  0.065
H 1.0303 4.9554 0.8376  0.038
H -0.6140 5.0535 1.4296  0.062
H -0.3206 4.5667 -0.2352  0.045
H -2.8058 3.7607 1.5682  0.125
H -4.9339 2.9093 0.6013  0.136
H -4.8663 0.7398 -0.6549  0.130
H -2.7833 -0.5305 -0.7179  0.097
N 2.0790 -1.5502 0.1111  -0.050
N 1.9577 -2.8086 0.7859  0.002
C 1.5071 -2.6890 2.0558  -0.671
N 1.7002 -3.6468 2.9301  0.194
S 0.6140 -1.2603 2.4842  0.824
H 2.4219 -1.7132 -0.8357  0.133
H 2.8187 -1.0265 0.5943  0.068
H 2.6535 -3.5106 0.5558  0.179
H 2.2877 -4.4516 2.7533  0.154
H 1.2930 -3.5767 3.8533  0.142
C -2.2506 -3.4620 -3.5636  -0.133
C -0.8603 -2.8834 -3.4202  -0.137
N -0.7340 -2.2819 -2.0859  0.083
C -1.4593 -2.5991 -1.0012  -0.350
N -1.2010 -1.9241 0.1639  -0.163
C -2.0720 -2.2334 1.3210  -0.256
C -3.4359 -2.7662 0.9395  -0.135
C -3.2417 -3.9438 0.0181  -0.105
N -2.3882 -3.5442 -1.1090  -0.001
C -2.5406 -4.3247 -2.3531  -0.099
H -2.3159 -4.0595 -4.4708  0.139
H -2.9912 -2.6633 -3.6372  0.132
H -0.6722 -2.1063 -4.1590  0.133
H -0.1055 -3.6622 -3.5444  0.132
H -0.0343 -1.5719 -1.9585  0.055
H -2.1623 -1.3366 1.9310  0.091
H -1.5658 -2.9850 1.9378  0.106
H -4.0403 -2.0038 0.4465  0.114
H -3.9698 -3.0712 1.8385  0.141
H -4.1892 -4.2810 -0.3961  0.138
H -2.7877 -4.7912 0.5383  0.145
H -3.5644 -4.6899 -2.3755  0.136
H -1.8797 -5.1943 -2.3175  0.146

Atoms 1-3, force components in eV/Å:
Re -0.6 -0.1 0.9
C 0.0 0.0 0.0
Si 0.1 -0.1 -0.1